The following is a DFT calculation (the ωB97M-V functional and the def2-TZVPD basis) of a 3-piece molecular cluster, C15H25Br2F3O10P2S overall.

As for the HOMO-LUMO gap: 0.31414 hartree. The structure (SMILES) is O=C1O[C@H](P(=O)(O)O)[C@](CC[C@@](F)(Br)C(F)(F)Br)([PH2]=S)O1.CCOC(C)=O.CCOC(C)=O. As for the HOMO energy: -8.99 eV.

Last columns: bonded neighbours and bond lengths (Å).
Geometry (Å):
1 H -1.02 4.97 -1.07  C16 1.090
2 H -1.04 3.35 3.45  C34 1.090
3 H 1.11 -1.17 -3.77  C43 1.124
4 O -0.22 -3.28 -0.76  C38 1.424, C40 1.426
5 H 2.53 -2.91 3.01  C10 1.091
6 H 0.06 -1.98 -5.03  C43 1.120
7 H -0.79 0.10 -2.82  C32 1.123
8 H -0.42 5.31 0.53  C16 1.088
9 O 0.93 0.29 0.21  P12 1.685, H17 0.980
10 C 2.92 -3.64 3.72  H5 1.091, H25 1.092, H45 1.092, C55 1.515
11 Br 1.51 -0.15 -8.15  C24 1.983
12 P -0.51 -0.59 0.18  O9 1.685, C40 1.870, O53 1.493, O58 1.632
13 H 0.50 -0.11 4.61  C56 1.090
14 O -0.63 -3.20 -2.97  C38 1.411, C46 1.475
15 O 2.68 0.08 5.91  C50 1.206
16 C -1.33 5.14 -0.04  H1 1.090, H8 1.088, H21 1.090, C29 1.508
17 H 1.22 0.39 -0.72  O9 0.980
18 O -2.84 3.34 -0.33  C29 1.208
19 H 0.71 -1.64 -1.62  C40 1.134
20 O 0.93 -4.71 -2.21  C38 1.172
21 H -1.96 6.02 0.01  C16 1.090
22 H -3.79 -2.17 -3.31  P42 1.433
23 H -1.67 6.19 2.50  C31 1.091
24 C 1.79 -0.16 -6.19  Br11 1.983, C26 1.598, F41 1.376, F51 1.369
25 H 4.01 -3.59 3.66  C10 1.092
26 C 0.43 0.12 -5.39  C24 1.598, Br28 1.960, C43 1.563, F54 1.402
27 H -0.87 5.76 4.02  C31 1.091
28 Br 0.47 1.89 -4.55  C26 1.960
29 C -2.12 3.94 0.43  C16 1.508, O18 1.208, O48 1.343
30 H 1.65 -0.59 3.34  C56 1.090
31 C -1.57 5.41 3.26  H23 1.091, H27 1.091, H33 1.092, C34 1.514
32 C -1.02 -0.82 -3.42  H7 1.123, C43 1.567, C46 1.577, H47 1.123
33 H -2.55 5.30 3.72  C31 1.092
34 C -1.11 4.10 2.66  H2 1.090, C31 1.514, H37 1.092, O48 1.435
35 H 1.37 -3.42 5.23  C55 1.092
36 H -3.02 -3.95 -2.11  P42 1.432
37 H -0.12 4.16 2.21  C34 1.092
38 C 0.14 -3.88 -2.00  O4 1.424, O14 1.411, O20 1.172
39 H 0.67 -1.80 4.21  C56 1.087
40 C -0.28 -1.90 -1.13  O4 1.426, P12 1.870, H19 1.134, C46 1.565
41 F 2.72 0.82 -5.95  C24 1.376
42 P -3.02 -2.52 -2.16  H22 1.433, H36 1.432, S44 1.939, C46 1.881
43 C 0.18 -1.06 -4.40  H3 1.124, H6 1.120, C26 1.563, C32 1.567
44 S -3.91 -1.80 -0.59  P42 1.939
45 H 2.60 -4.63 3.40  C10 1.092
46 C -1.23 -1.98 -2.37  O14 1.475, C32 1.577, C40 1.565, P42 1.881
47 H -1.95 -0.63 -4.01  C32 1.123
48 O -2.07 3.59 1.72  C29 1.343, C34 1.435
49 H -1.32 1.40 -0.24  O58 0.982
50 C 2.31 -0.92 5.35  O15 1.206, C56 1.506, O57 1.348
51 F 2.35 -1.37 -5.88  C24 1.369
52 H 2.87 -4.10 5.81  C55 1.091
53 O -0.62 -1.26 1.51  P12 1.493
54 F -0.61 0.06 -6.33  C26 1.402
55 C 2.45 -3.36 5.13  C10 1.515, H35 1.092, H52 1.091, O57 1.432
56 C 1.23 -0.87 4.31  H13 1.090, H30 1.090, H39 1.087, C50 1.506
57 O 2.93 -2.09 5.59  C50 1.348, C55 1.432
58 O -1.68 0.50 -0.16  P12 1.632, H49 0.982